{
  "formula": "C29H84N4O17",
  "method": "ωB97M-V/def2-TZVPD",
  "multiplicity": 1,
  "smiles": "COC[C@H](C)N.COC[C@H](C)N.COC[C@H](C)N.COC[C@H](C)N.OCCO.OCCO.OCCO.OCCO.OCCO.OCCO.CO",
  "gap_ev": 9.02,
  "e_homo_ha": -0.3315,
  "total_charge": 0,
  "species": ["C", "C", "H", "H", "N", "H", "H", "H", "H", "C", "H", "H", "N", "H", "H", "N", "H", "H", "H", "H", "H", "H", "C", "H", "H", "H", "H", "H", "H", "O", "H", "O", "N", "H", "C", "C", "H", "H", "H", "H", "H", "H", "H", "C", "O", "H", "H", "H", "H", "C", "C", "H", "H", "H", "H", "H", "H", "H", "H", "C", "H", "C", "H", "H", "O", "H", "O", "O", "H", "H", "H", "H", "O", "H", "H", "H", "H", "H", "H", "O", "H", "H", "C", "H", "H", "C", "C", "H", "C", "C", "O", "H", "O", "H", "H", "C", "C", "H", "O", "C", "H", "C", "H", "H", "O", "H", "H", "H", "H", "C", "H", "H", "C", "C", "C", "C", "C", "O", "H", "H", "O", "H", "O", "H", "H", "H", "C", "H", "H", "C", "C", "H", "O", "O"],
  "coordinates": [[-1.70352, 2.83147, 2.51211], [3.70250, 0.53635, -5.82327], [0.65342, -4.58616, 2.96034], [-1.35660, 2.99310, 1.48058], [-3.54321, -0.51410, 1.84943], [-3.40459, -0.63266, 0.84094], [2.01750, -4.05116, 4.78094], [-1.92403, 4.92217, 0.62403], [5.04749, 0.83934, -7.46365], [2.16062, -2.42997, 3.32051], [-3.72399, 4.91711, -1.32747], [3.33087, 1.34689, 1.29915], [4.84942, -0.01285, -5.03148], [-8.61696, 0.13794, 1.17469], [-0.37778, 5.00588, -0.11078], [1.63616, 2.80145, 2.65965], [1.84422, 1.99986, -3.42460], [-1.95692, -4.93802, -0.49695], [4.79801, 2.31550, -6.46429], [-1.73923, 6.85998, -1.01258], [2.42859, 3.43770, 2.72439], [2.29388, 3.42723, -1.40261], [-1.30340, -3.84724, -3.08995], [3.56764, 1.67256, -7.62795], [3.41040, 0.12781, -0.21307], [3.53481, -1.18073, -7.15223], [-1.59168, 1.74483, 2.63814], [5.42392, -0.42890, -5.76496], [-1.67084, 0.05247, 4.48792], [-1.63202, 3.46622, -0.78465], [-0.52581, -5.64557, -2.21416], [2.46366, -2.28186, 1.92391], [0.90281, -4.13938, -2.04498], [-1.05772, -1.47684, 5.19187], [2.92543, -0.62197, -6.43276], [4.47370, -0.13206, -0.30426], [-3.40386, -2.10830, -3.31513], [1.00074, -3.16130, -1.77635], [1.54882, 2.68341, 1.63956], [-2.20665, -2.05488, -4.70281], [1.41521, 1.72036, 5.12223], [4.56714, -0.82277, -4.48287], [-1.51217, -1.53156, -1.15858], [-0.89384, 0.12014, -0.35286], [1.59849, -4.77497, 2.89758], [-4.86811, -2.13215, 1.88666], [1.16709, -0.24039, 6.38913], [-5.16712, 0.10447, 3.88115], [5.00484, 0.81004, -0.45969], [-1.99144, 5.84678, -1.32087], [4.62974, -1.07339, -1.46578], [-4.83150, 2.81926, 1.68988], [1.28079, -4.14824, -2.99085], [0.58763, 1.15577, -2.53484], [-0.78298, 0.80423, -1.19487], [0.03705, 2.71890, -0.36231], [-6.08846, -1.43594, 3.91066], [-2.30663, -0.77283, -3.57679], [3.36322, -4.15976, 3.64658], [1.78058, 2.46372, -1.35645], [3.03385, 2.11121, 4.92597], [-5.97694, -0.44264, 1.26770], [-1.89742, -1.07318, 2.69938], [-1.19894, 0.66773, 0.54074], [-1.90504, -0.86589, -0.56300], [4.16655, 1.81777, 2.67796], [-1.40090, -2.44535, -2.82860], [4.97501, -0.64939, 0.91443], [-4.34520, -1.38405, 4.20038], [-7.99170, -0.45382, -0.39796], [-0.34700, -4.75502, 0.13381], [1.07771, 0.06421, 0.57388], [3.57131, -2.03141, -1.45887], [-8.98019, -1.51254, 0.63322], [2.54495, 1.70290, -1.17790], [-1.24431, -3.32700, -0.37417], [-1.60069, 5.62453, -2.32145], [1.88354, -2.89973, 1.45861], [2.59478, -1.28602, 6.45466], [-3.93762, 2.46874, 1.71114], [-0.85073, -3.94097, -4.08606], [1.12064, -2.09094, 3.41862], [-1.42369, 4.82045, -0.34811], [3.78684, 0.11478, 2.54087], [0.34929, -0.99359, -5.56741], [0.41517, -0.57730, -0.02321], [2.04716, 1.43619, 3.08660], [-0.60542, 3.13991, -2.47487], [-1.03126, -4.36406, -0.62028], [-5.15697, -0.95913, 3.60835], [0.19491, 3.17028, -3.01452], [-2.57871, 3.29696, -0.82249], [0.93819, 2.38155, -0.21463], [-2.30280, -4.30503, -3.15902], [2.70587, 0.39380, 6.99405], [-0.92125, -0.74024, 4.39362], [-8.22230, -0.73036, 0.63684], [5.59830, -1.58120, -1.42571], [-3.42539, 5.82952, -1.38899], [-3.14204, 3.26053, 2.59188], [0.06916, -0.28748, 4.49758], [2.25201, -0.27382, 6.25368], [-3.61450, 0.50627, 1.93898], [-3.23493, 4.31559, 2.31647], [0.97468, -1.03870, -1.24815], [2.79209, -1.74302, 3.88075], [0.89512, -1.81309, -4.14484], [4.64339, -0.46542, -2.37997], [-3.52616, 3.16211, 3.61137], [2.31148, -3.88283, 3.73833], [4.26579, -1.10584, 1.38362], [3.06624, 1.11968, -5.15311], [-4.88660, -1.06156, 2.11348], [-2.39107, -1.86142, -3.64009], [3.38448, 1.11175, 2.36414], [4.33419, 1.43156, -6.88246], [-0.49888, -4.57028, -2.00900], [-1.07439, -1.38164, 3.13887], [1.30855, 0.70380, 2.75607], [0.29877, -1.40600, 0.68231], [2.67886, 0.07422, 4.96618], [1.90677, -1.30968, -1.12356], [-7.10629, -1.29610, 1.28342], [1.29298, -0.12586, -4.42889], [2.13220, -0.23350, -7.09716], [-5.62157, -0.37251, 0.22434], [1.22422, -1.10874, -4.90906], [3.71698, -2.60202, -2.22217], [0.00755, 3.18694, 3.29895], [1.08563, 2.12580, -2.65049], [2.30356, 1.36761, 4.56807], [-6.24990, 0.59253, 1.52316], [-0.91554, 3.56953, 3.39452], [2.39221, -1.56698, -5.53522]],
  "mulliken_charge": [3.20, 1.03, 0.31, -1.54, 0.50, -0.22, 0.34, 0.02, 0.37, 0.62, 0.30, 0.00, -0.64, 0.30, 0.25, -0.53, 0.39, 0.47, 0.38, 0.36, 0.36, 0.42, -1.01, 0.37, -0.88, 0.33, -0.69, 0.33, 0.34, -0.50, 0.40, -0.34, -0.57, 0.34, -0.76, 0.44, 0.33, -0.13, 0.13, 0.38, 0.46, 0.25, -0.21, 1.65, -0.53, 0.43, 0.33, 0.28, 0.50, -0.49, -0.33, 0.22, 0.28, -0.51, 0.02, -0.46, 0.41, 0.18, 0.37, -0.16, 0.46, -0.42, 0.20, -1.43, -0.67, 0.39, 0.41, -0.64, 0.31, 0.31, 0.31, -0.75, -0.54, 0.27, -0.24, -0.09, 0.29, 0.20, 0.25, -0.46, 0.40, -0.19, -0.02, 0.52, 0.36, 0.56, 2.57, 0.38, -0.89, -1.63, -0.70, 0.24, -0.11, 0.54, 0.36, 0.26, -0.76, 0.39, -0.54, -1.06, -0.68, -0.93, -0.25, 0.44, 1.56, 0.25, -0.34, 0.10, 0.45, -0.89, 0.24, -0.21, 0.33, -1.08, -1.25, -1.56, 0.32, -0.43, -1.07, 0.22, -0.30, -0.65, -0.37, 0.12, 0.39, 0.41, -0.02, 0.23, 0.31, 0.29, -1.43, 0.24, -0.80, -0.36]
}

{
  "formula": "C18H20ClFN4O2",
  "method": "ωB97M-V/def2-TZVPD",
  "multiplicity": 1,
  "smiles": "COc1cc/c(=N\\C(=O)CC2CN(Cc3ccc(F)c(C)c3Cl)C2)[nH]n1",
  "gap_ev": 8.51,
  "e_homo_ha": -0.3118,
  "total_charge": 0,
  "species": ["C", "C", "H", "C", "C", "C", "C", "H", "H", "C", "H", "H", "H", "C", "C", "C", "H", "H", "C", "F", "C", "C", "O", "H", "N", "H", "H", "H", "N", "H", "C", "H", "C", "H", "Cl", "C", "H", "O", "H", "C", "H", "C", "N", "H", "H", "N"],
  "coordinates": [[1.85439, 5.90676, 0.99010], [-2.79883, -4.86184, -1.92659], [0.85284, 3.98609, 4.85012], [0.46576, 4.88573, 4.37023], [1.03779, 0.60979, -1.31353], [1.40876, 4.87829, 0.17904], [1.58632, -2.58604, -1.21495], [2.13201, -2.01983, 0.75164], [-0.71836, 2.26187, 0.12161], [-2.37550, -3.55350, -2.33895], [-0.80176, -2.17821, -2.39497], [2.52763, 1.24645, 1.23997], [3.00703, -0.21133, -0.76273], [0.34822, 3.84408, 2.06421], [-0.21222, -4.01771, -1.34185], [0.65362, 3.83484, 0.70109], [-4.44038, -6.62047, -0.78520], [0.48870, -1.59291, 0.32125], [1.97976, -0.20614, -0.41247], [1.98022, 6.89459, 3.10885], [0.78994, 4.87286, 2.89680], [1.69039, 0.87281, 0.64450], [2.19960, -2.34112, -2.22921], [-0.00138, 0.24498, -1.28156], [1.26860, 1.76997, -0.44324], [-3.05651, -2.91439, -2.88367], [-3.86357, -7.25300, -2.34182], [-0.03605, 3.17832, -1.20119], [-2.04549, -5.68700, -1.30468], [2.44780, 6.71697, 0.58699], [-4.47503, -6.48492, -1.86683], [1.33402, 0.75306, -2.35504], [-1.13316, -3.15255, -2.05878], [0.87082, 0.59294, 1.31886], [-0.60824, 2.57569, 2.76054], [1.51538, -1.61181, -0.05478], [-5.50267, -6.60847, -2.19772], [-4.06028, -5.18378, -2.24125], [-0.61444, 4.89670, 4.52049], [1.54171, 5.89188, 2.33471], [1.66660, 4.87556, -0.87101], [0.20954, 2.73222, -0.23420], [0.98982, -3.81822, -0.97359], [-0.20759, -5.92177, -0.56730], [0.89020, 5.74988, 4.87320], [-0.78601, -5.24730, -1.03709]],
  "mulliken_charge": [-0.60, 0.56, 0.35, -1.71, -0.75, -0.68, 0.30, 0.32, 0.52, -0.75, 0.43, 0.35, 0.40, 0.63, 0.40, 0.33, 0.30, 0.39, 0.32, -0.34, 0.37, -0.79, -0.56, 0.28, 0.08, 0.44, 0.30, 0.50, -0.83, 0.41, -0.67, 0.28, 0.15, 0.30, -0.23, -0.83, 0.24, -0.38, 0.36, 0.64, 0.45, -1.42, -0.57, 0.29, 0.36, 0.10]
}

{
  "formula": "C2H10N2O",
  "method": "ωB97M-V/def2-TZVPD",
  "multiplicity": 2,
  "gap_ev": [10.82, 6.03],
  "e_homo_ha": [-0.5306, -0.5306],
  "total_charge": 1,
  "species": ["O", "H", "C", "N", "H", "H", "H", "H", "H", "H", "C", "H", "N", "H", "H"],
  "coordinates": [[0.61680, -1.50375, 4.17800], [0.62935, -0.73893, 3.59836], [1.37073, 0.17155, -0.91896], [0.13688, -0.44902, -0.59373], [-2.08468, 1.75109, -1.69445], [1.25489, 1.28634, -0.90045], [1.58469, 0.13888, -1.99691], [-0.02624, -0.61246, 0.39706], [-0.78097, -0.07414, -2.38614], [1.40317, -2.05563, 4.08169], [-1.06735, 0.05334, -1.34159], [2.15025, -0.13335, -0.23055], [-1.44171, 1.39409, -1.00796], [-1.87588, 1.42209, -0.09076], [-1.86992, -0.65011, -1.09362]],
  "mulliken_charge": [-0.62, 0.29, -0.69, 0.04, 0.26, 0.39, 0.31, 0.31, 0.41, 0.33, -0.48, 0.35, -0.53, 0.25, 0.36]
}

{
  "formula": "H16O8",
  "method": "ωB97M-V/def2-TZVPD",
  "multiplicity": 1,
  "smiles": "O.O.O.O.O.O.O.O",
  "gap_ev": 10.73,
  "e_homo_ha": -0.3971,
  "total_charge": 0,
  "species": ["H", "H", "H", "H", "O", "O", "H", "H", "O", "H", "H", "H", "H", "H", "O", "H", "O", "H", "H", "H", "O", "H", "O", "O"],
  "coordinates": [[3.95322, -0.14420, -0.12765], [3.11604, -2.64299, 1.41548], [0.43042, 4.84287, -1.40014], [0.92067, -3.77900, -0.46777], [0.65444, 2.49202, 0.41192], [-4.82810, -1.68003, -1.48159], [-1.08644, -0.12224, -0.19456], [-5.76079, 1.09700, 2.42957], [3.59436, -1.81417, 1.30028], [-4.25021, 0.99259, 2.29810], [-0.14974, 3.51720, -1.86496], [4.45647, -2.08553, 0.96546], [-4.58348, -1.47889, -2.39192], [4.40791, 0.22114, 1.27585], [-0.27506, -0.25950, 0.30725], [-3.99823, -1.61438, -0.99579], [0.79923, -3.68244, -1.41904], [0.07101, 2.14828, 1.09781], [0.77900, 3.41714, 0.65197], [0.64531, -4.58224, -1.72833], [0.59845, 4.10913, -2.00212], [-0.06065, 0.61534, 0.65028], [4.64430, 0.33045, 0.34786], [-5.04893, 0.45430, 2.33376]],
  "mulliken_charge": [0.34, 0.28, 0.30, 0.31, -0.61, -0.63, 0.30, 0.32, -0.64, 0.30, 0.32, 0.35, 0.32, 0.33, -0.58, 0.31, -0.62, 0.32, 0.31, 0.31, -0.63, 0.27, -0.66, -0.63]
}

{
  "formula": "C8H12AgBN5O2S2",
  "method": "ωB97M-V/def2-TZVPD",
  "multiplicity": 1,
  "gap_ev": 7.47,
  "e_homo_ha": -0.1659,
  "total_charge": -1,
  "species": ["N", "B", "O", "S", "H", "H", "H", "H", "C", "N", "N", "Ag", "C", "C", "C", "H", "H", "C", "C", "H", "N", "H", "S", "C", "C", "H", "O", "N", "H", "H", "H"],
  "coordinates": [[-0.07072, -0.35786, -1.88293], [-1.05767, 0.84903, -2.04629], [3.32102, -1.94378, 1.96175], [1.15390, 1.91517, 0.29499], [1.62298, -3.06311, 0.50206], [-3.43580, 2.39611, 1.72907], [2.41853, -2.22978, -2.88375], [-2.10847, 0.45197, -2.51156], [-0.02624, -1.32344, -0.94640], [0.98060, -2.16981, -1.28617], [-1.40598, 1.50128, -0.67356], [1.10854, -0.29315, 1.49701], [-0.77857, 2.74092, 2.61160], [-2.69324, 1.63883, -0.21411], [-0.56237, 1.91658, 0.28787], [-1.58950, 3.14249, 3.21645], [2.25219, -3.76899, -0.99051], [1.57322, -1.72873, -2.44827], [-2.65276, 2.15460, 1.03333], [0.55906, -4.06602, -0.50639], [-1.31904, 2.32942, 1.33545], [-0.01040, 3.49627, 2.46355], [-0.97171, -1.51059, 0.48109], [1.37020, -3.33896, -0.52038], [0.92046, -0.60070, -2.80497], [-3.53208, 1.33308, -0.81133], [2.31480, -1.09625, 3.63155], [2.35758, -1.98969, 2.74904], [-0.50519, 1.64944, -2.76991], [1.09029, 0.07283, -3.62478], [-0.32358, 1.89283, 3.12650]],
  "mulliken_charge": [0.19, 0.51, -0.35, -0.48, 0.26, 0.42, 0.40, -0.21, -0.38, 0.28, 0.01, 0.26, -0.88, -0.54, -0.13, 0.31, 0.27, -0.31, -0.36, 0.29, 0.25, 0.34, -0.36, -0.63, -0.71, 0.43, -0.45, 0.02, -0.20, 0.44, 0.32]
}